# 1
DFT (wB97M-V/def2-TZVPD) results for C31H40AlCl72NP as an isolated structure in a non-equilibrium geometry.

As for the energy: -34977.427035 a.u. The calculation puts the HOMO energy at -3.78 eV. Its gap between HOMO and LUMO is 4.7993 eV.

```
! RIJCOSX wB97M-V def2-TZVPD def2/J DEFGRID3
* xyz -1 1
C 2.124 -5.982 -1.733
C 2.487 -4.874 -1.477
C 2.713 -3.506 -1.091
C 1.510 -3.012 -0.256
C 0.798 -1.803 -0.910
Al -0.477 -2.556 -2.320
N -1.350 -1.120 -3.182
P -2.143 -3.847 -1.256
C -1.880 -5.630 -1.719
C -2.022 -3.667 0.601
H 1.640 -6.912 -1.611
H 2.871 -2.875 -1.961
H 3.611 -3.436 -0.475
H 0.791 -3.833 -0.232
H 1.781 -2.808 0.782
H 1.524 -1.120 -1.351
H 0.207 -1.349 -0.109
H 0.404 -3.374 -3.398
H -0.870 -0.752 -3.992
H -1.585 -0.396 -2.523
H -2.727 -6.263 -1.469
H -1.797 -5.639 -2.805
H -0.943 -6.045 -1.347
H -2.943 -3.231 0.983
H -1.222 -2.989 0.892
H -1.888 -4.618 1.117
C -3.847 1.574 -0.601
Cl -2.250 1.442 -1.309
Cl -3.946 0.500 0.794
Cl -4.226 3.238 -0.149
H -4.572 1.250 -1.338
C 1.874 3.432 -1.812
Cl 1.253 2.144 -2.825
Cl 2.821 4.587 -2.767
Cl 0.557 4.271 -0.982
H 2.521 2.993 -1.064
C 1.589 -7.495 -5.679
Cl -0.151 -7.305 -5.902
Cl 2.461 -6.376 -6.731
Cl 2.022 -7.224 -3.985
H 1.860 -8.504 -5.956
C -2.004 4.846 2.886
Cl -0.949 4.541 4.271
Cl -1.058 4.840 1.402
Cl -3.325 3.674 2.854
H -2.437 5.831 2.999
C -3.494 0.814 -6.221
Cl -5.235 1.065 -6.431
Cl -2.578 1.919 -7.260
Cl -3.016 0.984 -4.545
H -3.257 -0.209 -6.515
C 0.619 7.299 -3.967
Cl 0.006 6.024 -5.006
Cl 1.511 8.506 -4.907
Cl -0.694 8.062 -3.067
H 1.302 6.854 -3.255
C -2.604 -0.103 4.319
Cl -3.977 -0.832 3.479
Cl -2.453 -0.790 5.948
Cl -1.123 -0.346 3.405
H -2.779 0.962 4.409
C -2.351 -4.382 4.913
Cl -3.713 -5.129 4.071
Cl -2.186 -5.055 6.539
Cl -0.865 -4.585 3.996
H -2.543 -3.322 5.012
C 3.096 6.256 1.946
Cl 2.190 7.356 2.995
Cl 2.757 4.579 2.371
Cl 2.727 6.554 0.250
H 4.150 6.438 2.101
C -0.708 2.962 8.521
Cl -1.576 1.798 7.517
Cl 0.287 4.043 7.545
Cl -1.830 3.886 9.524
H -0.050 2.409 9.177
C -1.390 -3.228 -7.368
Cl 0.229 -3.439 -8.055
Cl -1.583 -4.173 -5.906
Cl -1.696 -1.518 -7.038
H -2.112 -3.570 -8.097
C 6.311 -5.995 -0.631
Cl 4.622 -6.203 -1.146
Cl 6.515 -6.481 1.058
Cl 7.448 -6.878 -1.674
H 6.544 -4.940 -0.704
C -0.975 9.523 3.045
Cl -1.733 10.739 4.082
Cl -1.436 7.898 3.550
Cl -1.394 9.796 1.358
H 0.098 9.617 3.148
C 7.156 -2.799 2.134
Cl 5.517 -3.087 1.553
Cl 7.295 -3.250 3.836
Cl 8.332 -3.671 1.148
H 7.360 -1.740 2.051
C 3.000 -4.534 -10.244
Cl 2.767 -2.955 -10.995
Cl 3.768 -5.656 -11.373
Cl 3.941 -4.392 -8.763
H 2.026 -4.931 -9.986
C -6.558 -3.498 2.280
Cl -7.396 -4.731 1.338
Cl -5.644 -2.427 1.233
Cl -7.709 -2.580 3.267
H -5.864 -3.991 2.946
C 4.498 11.396 -4.684
Cl 4.180 13.083 -5.096
Cl 5.468 10.620 -5.937
Cl 5.295 11.277 -3.115
H 3.549 10.880 -4.621
C -10.879 -1.226 1.670
Cl -11.704 -2.469 0.728
Cl -9.967 -0.147 0.619
Cl -12.034 -0.317 2.652
H -10.185 -1.718 2.338
C -5.932 -4.685 -3.291
Cl -4.320 -4.917 -3.947
Cl -6.156 -5.645 -1.822
Cl -6.242 -2.977 -2.969
H -6.647 -5.025 -4.027
C 4.921 -3.274 6.823
Cl 4.281 -4.890 7.113
Cl 3.681 -2.050 7.110
Cl 6.339 -2.966 7.831
H 5.223 -3.210 5.786
C 6.708 0.640 6.218
Cl 8.053 -0.108 7.070
Cl 7.131 2.257 5.654
Cl 6.197 -0.384 4.878
H 5.877 0.731 6.907
C 1.264 12.841 4.992
Cl 1.169 14.526 4.484
Cl 2.115 11.872 3.785
Cl 2.047 12.704 6.566
H 0.257 12.456 5.079
C -5.700 -7.293 -7.018
Cl -4.776 -8.298 -5.905
Cl -6.872 -6.304 -6.142
Cl -4.624 -6.278 -7.980
H -6.244 -7.941 -7.690
C 5.262 5.064 7.844
Cl 4.747 3.418 8.213
Cl 3.942 6.204 8.105
Cl 6.673 5.507 8.805
H 5.540 5.101 6.799
*
```

Results of the Löwdin charge analysis, in e, for atoms 1 through 99: C -0.19; C -0.28; C -0.22; C -0.30; C -0.28; Al 0.01; N -0.15; P 0.73; C -0.42; C -0.40; H 0.01; H 0.11; H 0.06; H 0.06; H 0.09; H 0.03; H 0.03; H -0.06; H -0.07; H -0.16; H 0.00; H -0.03; H 0.00; H -0.05; H -0.01; H 0.00; C -1.50; Cl 0.57; Cl 0.49; Cl 0.50; H 0.02; C -1.51; Cl 0.57; Cl 0.52; Cl 0.46; H 0.02; C -1.50; Cl 0.51; Cl 0.49; Cl 0.63; H 0.01; C -1.56; Cl 0.50; Cl 0.50; Cl 0.53; H -0.07; C -1.59; Cl 0.51; Cl 0.50; Cl 0.56; H -0.12; C -1.57; Cl 0.54; Cl 0.52; Cl 0.52; H -0.05; C -1.51; Cl 0.49; Cl 0.52; Cl 0.55; H -0.01; C -1.55; Cl 0.56; Cl 0.52; Cl 0.56; H -0.06; C -1.53; Cl 0.52; Cl 0.53; Cl 0.52; H 0.01; C -1.54; Cl 0.51; Cl 0.51; Cl 0.52; H 0.01; C -1.49; Cl 0.53; Cl 0.52; Cl 0.62; H 0.01; C -1.52; Cl 0.69; Cl 0.48; Cl 0.50; H -0.03; C -1.54; Cl 0.55; Cl 0.58; Cl 0.55; H -0.04; C -1.52; Cl 0.57; Cl 0.52; Cl 0.55; H 0.01; C -1.57; Cl 0.52; Cl 0.52



# 2
DFT (wB97M-V/def2-TZVPD) results for C31H40AsCrN2O4PSi as an isolated structure.

The calculation puts the energy above the lowest of the compared OMol25 structures with the same formula, charge and spin at 0.2590 eV. As for the energy: -5526.896996 a.u. The calculation puts the HOMO energy (alpha / beta) at 1.33 / -1.66 eV. Its gap between HOMO and LUMO (alpha / beta) is 3.2077 / 6.1937 eV. Its expectation value of S² is 6.1178.

```
! RIJCOSX wB97M-V def2-TZVPD def2/J DEFGRID3
* xyz -2 5
Cr 0.270 -0.063 0.252
O 2.206 -0.665 0.281
C 3.314 -0.103 -0.030
C 4.498 -0.885 -0.178
C 5.678 -0.351 -0.635
C 5.780 1.007 -0.959
C 4.675 1.806 -0.734
C 3.475 1.296 -0.239
C 2.421 2.211 0.189
N 1.174 1.926 0.509
C 0.620 3.080 1.024
C 1.538 4.076 1.001
N 2.677 3.517 0.461
H 4.428 -1.936 0.063
H 6.539 -1.000 -0.759
H 6.693 1.424 -1.362
H 4.740 2.863 -0.979
H -0.402 3.127 1.354
H 1.480 5.107 1.298
H 3.583 3.940 0.406
O -0.453 0.473 4.355
C -0.636 0.289 3.152
O 0.232 -0.138 2.316
C -2.049 0.509 2.590
P -2.035 0.855 0.794
C -3.524 -0.040 0.171
C -4.738 0.020 0.857
C -5.888 -0.516 0.305
C -5.849 -1.104 -0.959
C -4.652 -1.155 -1.653
C -3.496 -0.625 -1.084
C -2.557 2.524 0.595
C -2.799 3.009 -0.742
C -3.185 4.298 -0.983
C -3.371 5.232 0.067
C -3.169 4.762 1.386
C -2.790 3.470 1.653
H -2.573 1.267 3.167
H -2.577 -0.437 2.737
H -4.779 0.499 1.829
H -6.821 -0.472 0.856
H -6.752 -1.516 -1.396
H -4.604 -1.613 -2.634
H -2.551 -0.691 -1.605
H -2.678 2.331 -1.580
H -3.351 4.606 -2.011
H -3.669 6.253 -0.129
H -3.311 5.439 2.225
H -2.636 3.188 2.688
C 1.152 -5.338 1.978
As 1.911 -3.552 1.595
C 3.556 -3.821 2.653
C 2.625 -4.109 -0.147
H 1.920 -6.115 1.925
H 0.384 -5.540 1.230
H 0.686 -5.349 2.964
H 3.996 -4.803 2.462
H 3.313 -3.726 3.712
H 4.276 -3.043 2.400
H 3.327 -4.940 -0.033
H 3.099 -3.273 -0.652
H 1.771 -4.409 -0.750
C -1.460 -2.615 1.093
C -0.496 -2.014 0.066
O -0.050 -2.794 -0.771
H -1.579 -3.686 0.902
H -2.436 -2.129 1.042
H -1.055 -2.446 2.093
C 0.061 1.860 -3.040
Si 0.392 0.136 -2.284
C 2.132 -0.263 -2.955
C -0.628 -1.003 -3.434
H 0.410 1.878 -4.081
H 0.578 2.653 -2.490
H -1.000 2.117 -3.034
H 2.061 -0.361 -4.046
H 2.508 -1.204 -2.546
H 2.868 0.511 -2.729
H -0.410 -0.723 -4.473
H -1.709 -0.953 -3.307
H -0.329 -2.041 -3.273
*
```

Löwdin analysis output, partial charges in e: Cr 0.44; O -0.19; C -0.37; C -0.02; C -0.12; C -0.14; C -0.08; C -0.10; C -0.26; N 0.06; C -0.09; C -0.08; N 0.10; H 0.08; H 0.09; H 0.08; H 0.10; H 0.08; H 0.10; H 0.13; O -0.01; C -0.71; O -0.16; C -0.23; P 1.02; C -0.35; C -0.09; C -0.11; C -0.12; C -0.09; C -0.10; C -0.43; C -0.14; C -0.16; C -0.17; C -0.17; C -0.17; H 0.07; H 0.08; H 0.11; H 0.09; H 0.08; H 0.10; H 0.06; H 0.07; H 0.08; H 0.05; H 0.07; H 0.08; C -0.35; As 1.14; C -0.35; C -0.32; H 0.00; H 0.01; H 0.01; H 0.00; H 0.01; H 0.00; H 0.02; H -0.01; H 0.01; C -0.10; C -0.50; O -0.12; H 0.06; H 0.04; H 0.06; C -0.25; Si 0.51; C -0.23; C -0.25; H 0.01; H 0.01; H -0.01; H 0.01; H 0.02; H 0.01; H 0.01; H -0.01; H 0.01